DFT (ωB97M-V/def2-TZVPD) results for a cluster of 3 separate species, C24H52FO6P in total.

Results
* HOMO level: -8.438 eV
* SMILES string: CC(C)=CCC[C@H](C)CCPCCF.COCCOCCOC.COCCOCCOC
* LUMO: 0.675 eV
* calculated total energy: -50018.07900 eV
* 2S+1: 1

Geometry (Å):
1 C -2.02800 6.52120 0.98549
2 C -1.29811 5.97132 -0.21393
3 C -0.00464 6.64235 -0.54915
4 C -1.84792 5.00320 -0.88221
5 C -1.26852 4.20408 -2.01837
6 C -0.11451 3.27030 -1.61859
7 C 0.61645 2.66567 -2.85462
8 C -0.12529 1.37095 -3.21659
9 C 2.09858 2.33037 -2.57965
10 C 3.15677 2.95977 -3.49939
11 P 3.58294 4.74534 -3.32929
12 C 2.06250 5.72710 -3.67320
13 C 1.59414 5.61724 -5.08645
14 F 0.49353 6.44843 -5.24408
15 H -2.63159 5.73445 1.41235
16 H -1.32333 6.90990 1.71052
17 H -2.64043 7.36361 0.68096
18 H 0.23234 7.37509 0.21187
19 H -0.07523 7.15684 -1.49639
20 H 0.80634 5.92545 -0.55447
21 H -2.86056 4.75319 -0.61550
22 H -0.94723 4.84202 -2.83780
23 H -2.07322 3.60531 -2.42912
24 H -0.53607 2.43736 -1.07407
25 H 0.58169 3.82589 -0.99764
26 H 0.46030 3.34805 -3.68281
27 H -0.34019 0.80475 -2.32156
28 H 0.46114 0.74963 -3.88419
29 H -1.04976 1.60266 -3.73912
30 H 2.20318 1.25933 -2.73250
31 H 2.32178 2.49613 -1.53099
32 H 2.93065 2.79187 -4.54444
33 H 4.08442 2.43356 -3.31008
34 H 3.80290 4.94025 -1.94600
35 H 2.23550 6.76631 -3.43104
36 H 1.26881 5.39171 -3.02394
37 H 2.33905 5.92753 -5.81366
38 H 1.28323 4.61198 -5.35059
39 C 2.47324 -2.60548 -1.81348
40 O 1.34713 -3.15680 -1.16978
41 C 0.44372 -2.15734 -0.72574
42 C -0.93375 -2.74536 -0.50070
43 O -1.68207 -2.90353 -1.69924
44 C -1.28956 -3.96823 -2.55580
45 C -1.68653 -5.33456 -2.04288
46 O -0.77828 -5.77231 -1.04354
47 C -1.33637 -6.75267 -0.20006
48 H 3.03241 -1.94972 -1.13547
49 H 3.11668 -3.42754 -2.12146
50 H 2.17395 -2.04206 -2.70571
51 H 0.37579 -1.34984 -1.46465
52 H 0.83212 -1.74957 0.21880
53 H -1.50484 -2.03678 0.10346
54 H -0.88507 -3.68147 0.05836
55 H -0.22222 -3.92594 -2.77913
56 H -1.82726 -3.79355 -3.49063
57 H -1.66106 -6.05627 -2.87109
58 H -2.70530 -5.28780 -1.64024
59 H -2.20850 -6.35313 0.33159
60 H -0.58178 -7.03343 0.53253
61 H -1.62528 -7.64349 -0.76979
62 C 0.64649 -5.74873 3.34179
63 O 0.59596 -4.57058 4.11568
64 C 0.81149 -3.40534 3.33662
65 C 0.27127 -2.18134 4.04228
66 O -1.13362 -2.01245 3.89941
67 C -1.96790 -2.88111 4.65496
68 C -2.03232 -2.53908 6.12717
69 O -0.88718 -3.02516 6.80822
70 C -0.65327 -2.34101 8.01803
71 H 1.62456 -5.85821 2.85946
72 H 0.48200 -6.59412 4.00754
73 H -0.14300 -5.74561 2.58099
74 H 0.32328 -3.50439 2.35881
75 H 1.89466 -3.29443 3.18650
76 H 0.71078 -1.30339 3.56280
77 H 0.56847 -2.16571 5.09217
78 H -1.69328 -3.92638 4.50215
79 H -2.96898 -2.74116 4.24046
80 H -2.92033 -3.01219 6.56915
81 H -2.11186 -1.45155 6.24244
82 H -0.47025 -1.27568 7.83462
83 H 0.23402 -2.77153 8.47837
84 H -1.49981 -2.45415 8.70527

DFT (ωB97M-V/def2-TZVPD) results for a structure of composition C24H53Al2NO.

Results
* HOMO level: -12.884 eV
* charge: +2
* LUMO: -10.153 eV
* calculated total energy: -42447.16972 eV
* 2S+1: 1

Geometry (Å):
1 C 12.50961 -2.74950 0.54257
2 C 10.93009 -2.30125 0.71836
3 C 10.16900 -2.09760 -0.75684
4 C 10.39969 -0.52769 -1.16156
5 C 9.08255 0.25262 -1.74101
6 C 7.68005 -0.04534 -0.94892
7 C 6.40969 0.88357 -1.51582
8 C 6.02173 2.12458 -0.49858
9 C 4.82021 1.76112 0.55650
10 C 3.41350 1.28030 -0.14350
11 C 2.26553 2.46494 -0.04573
12 C 1.70522 2.74073 1.46993
13 C 0.42783 1.80967 1.91670
14 C -0.76011 1.69064 0.78256
15 C -2.24986 1.73716 1.52189
16 C -3.47893 1.31542 0.48452
17 C -4.23685 -0.06257 0.95823
18 C -5.81470 0.18453 1.39990
19 Al -7.16344 -0.31617 -0.09506
20 C -9.04290 0.28646 0.59804
21 C -10.27938 -0.31300 -0.30400
22 C -10.33773 0.29965 -1.83009
23 C -11.51314 -0.57737 -2.62559
24 O -12.77394 0.18114 -2.68750
25 C -7.28804 -2.33308 -0.45074
26 N -7.44970 -3.18034 0.82508
27 C -6.01732 -3.47559 1.26796
28 H 13.14743 -1.97551 -0.06941
29 H 13.06205 -2.90994 1.56940
30 H 12.55147 -3.77090 -0.03792
31 H 10.88955 -1.32431 1.38010
32 H 10.38993 -3.17243 1.31448
33 H 9.05681 -2.45871 -0.75078
34 H 10.74292 -2.82375 -1.51040
35 H 11.20172 -0.52914 -2.04588
36 H 10.92396 0.10049 -0.29215
37 H 9.30022 1.41819 -1.60105
38 H 8.98397 0.10968 -2.92078
39 H 7.74953 -0.01835 0.22048
40 H 7.36698 -1.16401 -1.22629
41 H 6.76431 1.35479 -2.54197
42 H 5.48639 0.19005 -1.77348
43 H 5.69866 3.05832 -1.14964
44 H 6.98276 2.41864 0.10279
45 H 5.20905 0.83990 1.20317
46 H 4.62544 2.68862 1.26037
47 H 3.51559 1.00975 -1.29216
48 H 2.99362 0.34769 0.47154
49 H 2.79819 3.46862 -0.40223
50 H 1.44512 2.22757 -0.84644
51 H 1.48979 3.89776 1.67018
52 H 2.59025 2.46782 2.21633
53 H 0.78075 0.74389 2.31484
54 H -0.06168 2.35050 2.85664
55 H -0.65739 2.48121 -0.08865
56 H -0.68928 0.60899 0.28732
57 H -2.25954 1.11468 2.52195
58 H -2.43862 2.87001 1.84522
59 H -4.20326 2.26185 0.41926
60 H -2.95804 1.10506 -0.56453
61 H -4.12054 -0.87722 0.12166
62 H -3.66678 -0.46418 1.92132
63 H -6.09004 -0.46844 2.35926
64 H -6.00828 1.33134 1.65348
65 H -6.80638 0.37802 -1.50378
66 H -9.10195 1.47359 0.67297
67 H -9.12610 -0.16256 1.70022
68 H -11.29078 0.02324 0.23068
69 H -10.31823 -1.49623 -0.32367
70 H -10.71869 1.42040 -1.82961
71 H -9.33185 0.21255 -2.42753
72 H -11.70722 -1.56142 -2.01155
73 H -11.08527 -0.88724 -3.67556
74 H -13.07618 0.23367 -3.65586
75 H -6.40010 -2.77087 -1.07721
76 H -8.28228 -2.53268 -1.07229
77 H -7.83190 -4.09519 0.45775
78 H -6.00975 -3.44257 2.45469
79 H -5.64382 -4.53742 0.88772
80 H -5.31499 -2.63549 0.83440
81 Al 2.02382 0.83864 3.50530

DFT (ωB97M-V/def2-TZVPD) results for a structure of composition C24H53AsFN5O6P2S2SeV.

Results
* HOMO level (alpha / beta): -0.489 / 0.151 eV
* expectation value of S²: 0.76
* charge: -2
* LUMO (alpha / beta): 4.180 / 4.180 eV
* calculated total energy: -240331.41975 eV
* 2S+1: 2
* energy above the lowest of the compared OMol25 structures with the same formula, charge and spin: 22.1 kJ/mol

Geometry (Å):
1 V 0.29535 -0.56988 0.37823
2 C 1.32223 4.58782 4.73905
3 C 2.14479 3.33190 4.94930
4 O 1.45966 2.20686 4.41482
5 P 1.98232 1.50243 3.03374
6 S 0.54878 0.15463 2.72117
7 S 2.57877 2.88336 1.76897
8 O 3.35826 0.78802 3.54784
9 C 3.28565 -0.44173 4.26687
10 C 4.61017 -0.63551 4.97432
11 H 1.81723 5.45091 5.19423
12 H 0.33311 4.47150 5.18529
13 H 1.20505 4.76592 3.67056
14 H 2.28919 3.13564 6.01666
15 H 3.12689 3.43979 4.48257
16 H 3.08940 -1.24995 3.55963
17 H 2.45684 -0.41802 4.97943
18 H 5.42767 -0.61752 4.25185
19 H 4.62403 -1.59641 5.49374
20 H 4.77913 0.15987 5.70337
21 C 1.98291 -1.40947 -4.18068
22 C 0.84152 -0.40851 -4.02703
23 As -0.24111 -0.81008 -2.41604
24 C -1.76032 0.41456 -2.69515
25 C -1.90714 1.08443 -4.05537
26 C -1.00094 -2.53590 -2.97987
27 C -1.80164 -2.57208 -4.27334
28 H 2.67595 -1.12109 -4.97688
29 H 1.60273 -2.40530 -4.41738
30 H 2.55459 -1.50313 -3.25320
31 H 0.21808 -0.39151 -4.92304
32 H 1.23543 0.60320 -3.89321
33 H -1.62486 1.15067 -1.90259
34 H -2.65016 -0.15885 -2.43878
35 H -1.03590 1.69516 -4.30166
36 H -2.77850 1.74700 -4.06124
37 H -2.04143 0.36130 -4.86372
38 H -1.60737 -2.84680 -2.12708
39 H -0.17368 -3.24906 -3.00428
40 H -2.66328 -1.90166 -4.22495
41 H -2.18053 -3.57846 -4.47608
42 H -1.19687 -2.26989 -5.13340
43 C -5.91184 -2.63839 0.53723
44 C -4.54514 -2.82828 -0.11894
45 C -4.32988 -4.29058 -0.49437
46 C -4.43510 -1.95237 -1.36315
47 O -3.54525 -2.55554 0.86175
48 P -2.75868 -1.18700 1.19682
49 O -2.18125 -1.31928 2.54572
50 O -1.87361 -0.80837 0.02780
51 O -4.03649 -0.17154 1.17565
52 C -3.97189 1.24185 1.42920
53 C -4.82225 1.47782 2.67344
54 C -4.59458 1.91071 0.20703
55 C -2.55916 1.76793 1.65118
56 H -6.70847 -2.96945 -0.13511
57 H -6.06085 -1.58835 0.78827
58 H -5.95705 -3.22348 1.45729
59 H -5.06496 -4.61015 -1.23854
60 H -4.42225 -4.91897 0.39288
61 H -3.32408 -4.43023 -0.89369
62 H -5.27204 -2.17516 -2.03117
63 H -3.50450 -2.15116 -1.89076
64 H -4.46395 -0.89620 -1.09890
65 H -5.84003 1.11364 2.51210
66 H -4.85938 2.54227 2.91987
67 H -4.38528 0.93383 3.51131
68 H -5.58395 1.48978 0.00962
69 H -3.96024 1.73933 -0.66486
70 H -4.69162 2.98809 0.36359
71 H -2.10563 1.32651 2.53836
72 H -2.60319 2.85308 1.78028
73 H -1.90378 1.55241 0.80629
74 Se 0.06720 -5.43009 -0.35712
75 C 0.26383 -3.71096 0.14131
76 N 0.41655 -2.60012 0.44853
77 F 0.23399 1.20667 -0.38739
78 C 4.66635 2.63368 -2.05565
79 C 5.77229 1.66666 -1.63297
80 C 6.35281 2.04013 -0.27260
81 C 5.31756 0.20643 -1.64760
82 N 4.23248 -0.12515 -0.73751
83 C 2.92334 0.15054 -0.81302
84 N 2.30712 -0.49055 0.15614
85 N 3.27754 -1.14100 0.84826
86 N 4.42350 -0.94261 0.30809
87 H 5.09322 3.59915 -2.33464
88 H 3.96858 2.80547 -1.23429
89 H 4.10245 2.25608 -2.91352
90 H 6.57940 1.71444 -2.37560
91 H 5.60121 1.94704 0.51088
92 H 6.69954 3.07604 -0.27649
93 H 7.19901 1.39637 -0.01563
94 H 6.14856 -0.43055 -1.34526
95 H 5.00566 -0.09065 -2.65233
96 H 2.44209 0.79614 -1.52443